18
Properties=species:S:1:pos:R:3:lowdin_charge:R:1 method="wB97M-V/def2-TZVPD" e_tot_ev=-83282.3202 smiles=C[SiH](C)Br.C#CC gap_ev=10.8 lumo_ha=0.0288 relative_energy_kcal_mol=42.59
C 0.97372 0.74560 2.67457 0.0632
C 1.54632 -0.19145 2.21474 -0.2402
C 2.34624 -1.37453 1.88253 -0.1063
C 0.34615 0.72503 -1.10495 -0.2461
C -2.56343 -0.18495 -0.86311 -0.2499
Si -1.28307 0.29650 -2.23482 0.2382
Br -2.18978 1.90417 -3.54037 0.2399
H 0.39974 1.69521 2.97023 0.0697
H -0.89375 -0.58613 -3.32266 -0.0781
H 3.32687 -0.98996 1.43547 0.1116
H 1.87579 -2.04010 1.25878 0.0340
H 2.56936 -1.90585 2.79660 0.0740
H 1.25138 0.90354 -1.74371 0.0160
H 0.23855 1.73274 -0.56163 0.0383
H 0.50689 -0.03328 -0.28262 0.0037
H -3.60776 -0.09035 -1.09373 0.0093
H -2.44218 -1.14931 -0.35868 0.0306
H -2.40104 0.54315 -0.12665 -0.0078